# 1
C5H9N in the gas phase in a non-equilibrium geometry, computed with the ωB97M-V functional and the def2-TZVPD basis.

Atoms and positions in Å:
N 0.980 -0.358 -1.077
C -1.193 -0.422 -0.101
C 0.976 0.875 -0.039
C 0.763 -0.280 1.035
C 0.139 -1.095 -0.139
C -0.594 1.043 -0.119
H -2.057 -0.670 -0.859
H 2.034 1.446 -0.103
H 0.024 -0.070 1.836
H -0.654 1.574 -1.061
H -1.791 -0.469 0.898
H 1.584 -0.906 1.412
H 0.465 -2.237 -0.495
H -1.057 1.560 0.587
H 0.379 0.010 -1.776

The structure (SMILES) is C1C[C@H]2C[C@@H]1N2. The HOMO energy is -0.3465 hartree. The value obtained for the frontier orbital gap is 0.38717 Eh. The LUMO energy is 1.107 eV.

# 2
C5H9N in the gas phase, computed with the ωB97M-V functional and the def2-TZVPD basis.

Atoms and positions in Å:
N 0.477 -0.008 -0.417
C -0.542 -0.831 0.193
C -1.911 -0.348 -0.063
C -3.039 0.034 -0.243
C 1.762 -0.627 -0.217
C 0.452 1.362 0.040
H -0.536 1.792 -0.118
H -4.029 0.391 -0.399
H -0.454 -1.860 -0.196
H 2.011 -0.765 0.861
H 1.179 1.972 -0.510
H 1.782 -1.629 -0.679
H 2.557 -0.021 -0.672
H 0.688 1.453 1.121
H -0.397 -0.916 1.301

The structure (SMILES) is C#CCN(C)C. The HOMO energy is -0.3232 hartree. The value obtained for the frontier orbital gap is 0.36287 Eh. The LUMO energy is 1.079 eV.

# 3
2 unconnected molecules or ions with the total composition C5H9N in a non-equilibrium geometry, computed with the ωB97M-V functional and the def2-TZVPD basis.

Atoms and positions in Å:
N -1.349 1.769 -2.360
C 1.672 -0.465 1.516
C -0.146 -0.441 -2.348
C -0.738 -0.148 0.926
C -0.798 0.677 -2.198
C 0.542 0.232 1.513
H 1.771 -1.491 1.167
H -1.468 -0.208 1.787
H -0.603 -1.233 -2.946
H -0.914 0.611 0.177
H 0.817 -0.718 -1.956
H 2.467 -0.106 2.183
H -0.657 -1.169 0.483
H 0.538 1.230 1.938
H -2.070 2.144 -1.740

The structure (SMILES) is C=C=N.C=CC. The HOMO energy is -0.3317 hartree. The value obtained for the frontier orbital gap is 0.36825 Eh. The LUMO energy is 0.996 eV.

The evaluated energy above the lowest of the compared OMol25 structures with the same formula, charge and spin for the records listed, in turn: 406.7 229.7 256.2 kJ/mol.